No. 1
{"formula": "C49H48Cl4InN9O2P2S2", "method": "ωB97M-V with the def2-TZVPD basis set", "species": ["In", "O", "C", "C", "C", "C", "C", "C", "C", "O", "N", "N", "C", "S", "C", "C", "S", "H", "H", "H", "H", "H", "H", "H", "H", "H", "C", "C", "C", "C", "C", "C", "C", "P", "C", "C", "C", "C", "C", "C", "C", "C", "C", "C", "C", "C", "C", "C", "H", "H", "H", "H", "H", "H", "H", "H", "H", "H", "H", "H", "H", "H", "H", "H", "H", "H", "H", "H", "Cl", "N", "C", "C", "C", "C", "C", "C", "C", "N", "C", "C", "N", "C", "H", "H", "H", "H", "H", "H", "H", "C", "N", "C", "N", "C", "N", "C", "P", "C", "C", "H", "H", "H", "H", "H", "H", "H", "H", "H", "H", "H", "H", "Cl", "C", "Cl", "Cl", "C", "N"], "xyz": [[-0.4430, 0.0859, -0.0252], [-1.8323, 2.3148, -4.9950], [-1.2810, 1.1329, -5.3984], [-1.2654, 0.7332, -6.7279], [-0.6553, -0.4591, -7.0863], [-0.0784, -1.2708, -6.1172], [-0.1239, -0.8793, -4.7884], [-0.6993, 0.3307, -4.4226], [-0.7653, 0.7071, -2.9790], [-1.4432, -0.0100, -2.1953], [-0.1148, 1.7656, -2.5288], [-0.2574, 2.1089, -1.1466], [0.5928, 3.2505, -0.9876], [1.4172, 3.6982, 0.6939], [0.9774, 5.4788, 0.6900], [0.7118, 5.9597, -0.7096], [-0.4140, 4.7819, -1.4597], [-2.2055, 2.7733, -5.7520], [-1.7268, 1.3608, -7.4859], [-0.6404, -0.7587, -8.1269], [0.4064, -2.2000, -6.3906], [0.2951, -1.5085, -4.0106], [1.8284, 5.9565, 1.1604], [0.1014, 5.5726, 1.3304], [1.6255, 6.0364, -1.3007], [0.2323, 6.9374, -0.6907], [4.1060, 0.8777, 2.8227], [4.8962, 1.7308, 1.8585], [6.0646, 2.3394, 2.3087], [6.8075, 3.1807, 1.4978], [6.3954, 3.4276, 0.1981], [5.2481, 2.8114, -0.2807], [4.4987, 1.9549, 0.5275], [2.9681, 1.1730, -0.1155], [2.7566, 1.8978, -1.7977], [1.7237, 3.0563, -2.0507], [0.8285, 2.6848, -3.2328], [1.6101, 2.1842, -4.4115], [2.8048, 1.6442, -4.2325], [3.3137, 1.3323, -2.8918], [4.4818, 0.3790, -2.8790], [3.4394, -0.5902, -0.2104], [4.7011, -1.0457, 0.1768], [4.9415, -2.3879, 0.4148], [3.8978, -3.2970, 0.2998], [2.6580, -2.8676, -0.1341], [2.4077, -1.5242, -0.4383], [1.1193, -1.1480, -1.0663], [4.0650, 1.3667, 3.7966], [4.5661, -0.1060, 2.9466], [3.0793, 0.7233, 2.4902], [6.3801, 2.1644, 3.3325], [7.6985, 3.6602, 1.8859], [6.9633, 4.0910, -0.4433], [4.9328, 2.9889, -1.3030], [2.2706, 3.9841, -2.2380], [0.2555, 3.5491, -3.5513], [1.2168, 2.3600, -5.4057], [3.4003, 1.3414, -5.0883], [5.0438, 0.4955, -3.8088], [4.1604, -0.6634, -2.8124], [5.1516, 0.5800, -2.0481], [5.5108, -0.3392, 0.3040], [5.9322, -2.7181, 0.7030], [4.0623, -4.3427, 0.5341], [1.8532, -3.5852, -0.2610], [0.5564, -2.0330, -1.3634], [1.2848, -0.5183, -1.9442], [-0.4822, -0.2912, 2.3380], [-3.7684, -10.5816, 1.3133], [-3.5999, -9.4623, 1.1059], [-3.4088, -8.0576, 0.8466], [-4.5190, -7.2373, 0.6488], [-4.3486, -5.8882, 0.4020], [-3.0681, -5.3527, 0.3384], [-1.9602, -6.1670, 0.5353], [-2.1294, -7.5143, 0.7942], [-2.8907, -3.9769, 0.0423], [-3.6681, -3.2221, -0.8241], [-3.0952, -1.9910, -0.8640], [-1.9901, -1.9654, -0.0290], [-1.8930, -3.1663, 0.4788], [-5.5111, -7.6652, 0.6958], [-5.2127, -5.2491, 0.2735], [-0.9653, -5.7447, 0.4660], [-1.2681, -8.1521, 0.9388], [-4.5072, -3.6382, -1.3562], [-3.3545, -1.1441, -1.4721], [-1.1585, -3.4673, 1.2137], [-5.5900, 3.1953, 0.0068], [-4.6428, 3.4802, 1.0782], [-5.0895, 2.8062, 2.2993], [-5.2743, 1.3649, 2.1366], [-6.2036, 1.1415, 1.0333], [-5.7881, 1.7654, -0.2239], [-4.5825, 1.1320, -0.7569], [-3.1017, 1.2499, 0.3865], [-3.2813, 3.0819, 0.7105], [-3.9943, 0.6795, 1.9222], [-5.2360, 3.6593, -0.9159], [-6.5527, 3.6348, 0.2735], [-6.0451, 3.2406, 2.5988], [-4.3593, 2.9789, 3.0866], [-7.1686, 1.5656, 1.3147], [-6.3249, 0.0674, 0.8763], [-4.3175, 1.5937, -1.7114], [-4.8081, 0.0818, -0.9415], [-2.9675, 3.6181, -0.1833], [-2.6111, 3.3569, 1.5138], [-3.3373, 0.8374, 2.7776], [-4.1736, -0.3950, 1.8422], [0.5991, 2.2631, 5.2605], [-0.1452, 3.2398, 4.0809], [-1.0054, 4.6332, 4.6205], [2.6434, 4.3534, 2.9037], [0.0923, 3.0925, 2.8080], [0.1913, 2.9339, 1.6003]], "atomic_forces_ev_per_a": [[0.1, 0.0, -0.6], [0.0, 0.0, 0.1], [0.1, 0.0, 0.0], [0.0, 0.0, -0.1], [0.0, 0.0, 0.1], [0.0, 0.0, 0.0], [0.0, 0.0, 0.0], [0.0, 0.1, 0.1], [-0.1, 0.1, 0.2], [0.1, 0.1, 0.1], [0.3, -0.1, -0.1], [0.1, 0.0, 0.4], [0.1, 0.4, -0.6], [0.0, -0.3, -0.6], [0.1, -0.1, 0.1], [-0.1, -0.2, -0.3], [0.0, -0.3, 0.2], [-0.1, 0.0, -0.1], [0.0, 0.0, 0.1], [0.0, 0.0, 0.0], [-0.1, 0.0, 0.0], [0.0, 0.0, 0.0], [0.1, 0.0, 0.1], [0.0, 0.0, 0.0], [0.0, 0.1, 0.1], [0.0, 0.0, 0.0], [0.1, 0.1, -0.1], [-0.1, 0.1, 0.0], [-0.1, 0.0, 0.0], [0.0, 0.0, 0.0], [-0.1, 0.0, 0.0], [0.1, 0.0, 0.1], [-0.1, 0.1, 0.0], [0.0, 0.3, 0.2], [-0.3, 0.1, -0.1], [0.0, -0.5, 0.3], [0.1, -0.3, 0.1], [-0.4, 0.1, -0.1], [0.2, -0.1, 0.0], [0.1, 0.1, 0.1], [-0.1, 0.0, 0.0], [-0.2, -0.1, -0.1], [-0.1, 0.0, 0.0], [0.0, 0.0, 0.0], [0.1, -0.1, 0.0], [0.0, 0.0, 0.0], [0.0, -0.1, -0.1], [-0.3, 0.5, 0.3], [0.0, 0.0, 0.0], [0.0, 0.0, 0.0], [0.0, 0.0, 0.0], [0.0, 0.0, 0.0], [0.0, 0.0, 0.0], [0.0, 0.0, 0.0], [0.0, 0.0, 0.0], [0.0, 0.0, 0.0], [0.0, 0.1, 0.0], [0.0, -0.1, 0.1], [0.0, 0.0, 0.1], [0.0, 0.0, 0.0], [0.0, 0.0, 0.0], [0.0, -0.1, 0.1], [0.0, 0.1, 0.0], [0.0, 0.0, 0.0], [0.0, 0.0, 0.0], [0.0, 0.0, 0.0], [0.0, 0.0, 0.0], [0.1, -0.1, -0.1], [0.1, 0.1, 0.3], [0.1, 0.3, -0.1], [0.0, -0.1, 0.0], [-0.1, 0.0, 0.0], [0.0, -0.1, 0.0], [-0.1, 0.1, 0.0], [0.0, 0.0, 0.0], [0.1, 0.1, 0.0], [0.1, 0.0, 0.0], [-0.1, -0.1, -0.2], [0.1, 0.1, 0.0], [0.2, -0.3, 0.2], [-0.3, 0.1, -0.5], [0.1, 0.2, 0.3], [0.0, 0.0, 0.0], [0.0, 0.0, 0.0], [0.0, -0.1, 0.0], [0.0, 0.0, 0.0], [0.1, 0.0, 0.1], [0.1, -0.1, 0.0], [-0.1, 0.0, -0.1], [0.1, -0.1, 0.1], [0.0, 0.1, 0.0], [0.1, -0.1, -0.2], [0.0, 0.0, 0.1], [0.2, 0.0, 0.0], [-0.1, 0.0, 0.0], [0.1, 0.0, 0.1], [-0.3, 0.1, 0.2], [-0.2, -0.3, -0.1], [-0.1, 0.1, -0.2], [0.0, 0.0, 0.0], [0.0, 0.0, 0.0], [0.0, 0.0, 0.0], [0.1, 0.1, 0.1], [0.0, 0.0, 0.0], [0.0, 0.0, 0.0], [0.0, 0.0, 0.0], [0.0, 0.0, 0.0], [0.1, 0.1, -0.1], [0.3, 0.1, 0.2], [0.0, 0.0, 0.1], [0.0, 0.0, 0.0], [0.0, -0.1, -0.1], [0.1, 0.2, 0.1], [-0.2, -0.1, -0.1], [0.2, 0.0, 0.2], [0.2, 0.1, 0.1], [-0.4, -0.1, -0.2]], "total_charge": 0, "homo_energy_ev": -7.23, "fmax_ev_per_a": 0.67, "de_lowest_ev": 3.809, "homo_lumo_gap_ha": 0.2553}

=====

No. 2
{"formula": "C49H49AsN3O4P2PtSSe2Si", "method": "ωB97M-V with the def2-TZVPD basis set", "species": ["Pt", "Se", "P", "C", "C", "C", "C", "C", "C", "C", "C", "C", "C", "C", "C", "C", "C", "N", "N", "N", "P", "Se", "C", "C", "C", "C", "C", "C", "C", "C", "C", "C", "C", "C", "H", "H", "H", "H", "H", "H", "H", "H", "H", "H", "H", "H", "H", "H", "H", "H", "H", "H", "H", "H", "C", "S", "O", "O", "O", "H", "H", "H", "C", "Si", "C", "C", "C", "H", "H", "H", "H", "H", "H", "H", "H", "H", "H", "H", "O", "As", "C", "C", "C", "C", "C", "C", "C", "C", "C", "C", "C", "C", "C", "C", "C", "C", "C", "C", "H", "H", "H", "H", "H", "H", "H", "H", "H", "H", "H", "H", "H", "H", "H"], "xyz": [[-0.7720, -0.1374, -0.1026], [5.8733, -1.9682, -2.6337], [5.4164, -0.7679, -0.9674], [6.2052, 0.8509, -1.1918], [7.4059, 1.1761, -0.5756], [8.0089, 2.3917, -0.8503], [7.4238, 3.2761, -1.7408], [6.2416, 2.9348, -2.3798], [5.6423, 1.7186, -2.1198], [6.1047, -1.4072, 0.5927], [6.8778, -2.5607, 0.5935], [7.4060, -3.0377, 1.7787], [7.1621, -2.3646, 2.9662], [6.3814, -1.2166, 2.9657], [5.8510, -0.7330, 1.7858], [3.6976, -0.3552, -0.6813], [2.4413, -0.9758, -0.7079], [1.5460, -0.0083, -0.3993], [2.1963, 1.1072, -0.2156], [3.4718, 0.9388, -0.3762], [1.7470, -2.6189, -0.7216], [-0.2294, -2.5793, -1.5079], [1.9547, -3.0735, 1.0380], [0.8401, -3.3603, 1.8078], [0.9815, -3.5890, 3.1659], [2.2359, -3.5468, 3.7509], [3.3560, -3.2798, 2.9761], [3.2170, -3.0318, 1.6241], [2.8261, -3.7569, -1.6383], [2.9418, -3.5705, -3.0118], [3.6958, -4.4513, -3.7637], [4.3364, -5.5151, -3.1487], [4.1999, -5.7134, -1.7849], [3.4376, -4.8449, -1.0274], [7.8689, 0.4856, 0.1184], [8.9374, 2.6558, -0.3618], [7.8953, 4.2270, -1.9487], [5.7843, 3.6211, -3.0773], [4.7303, 1.4350, -2.6248], [7.0545, -3.0764, -0.3410], [8.0097, -3.9340, 1.7770], [7.5786, -2.7343, 3.8932], [6.1861, -0.6991, 3.8936], [5.2364, 0.1562, 1.7752], [-0.1223, -3.4010, 1.3249], [0.1060, -3.7941, 3.7649], [2.3447, -3.7239, 4.8120], [4.3397, -3.2590, 3.4244], [4.0875, -2.8217, 1.0170], [2.4538, -2.7220, -3.4746], [3.7997, -4.2968, -4.8275], [4.9428, -6.1933, -3.7319], [4.6878, -6.5486, -1.3037], [3.3275, -5.0051, 0.0361], [0.5966, 3.7345, -0.7048], [-0.8119, 2.6243, -0.4217], [-0.5718, 1.9872, 0.8677], [-1.9507, 3.5541, -0.3516], [-0.8346, 1.7362, -1.5740], [0.5141, 4.1477, -1.6990], [1.4847, 3.1236, -0.6042], [0.5545, 4.5112, 0.0453], [-4.5657, -2.3298, 2.2591], [-3.1009, -2.3815, 0.9990], [-2.5061, -4.2171, 1.0921], [-3.8703, -2.1903, -0.7418], [-1.7533, -1.1518, 1.4960], [-5.5098, -2.5272, 1.7611], [-4.6463, -1.3661, 2.7523], [-4.4391, -3.0836, 3.0309], [-3.3428, -4.9038, 1.0054], [-2.0066, -4.4449, 2.0299], [-1.8198, -4.4446, 0.2817], [-4.8608, -2.6335, -0.8183], [-3.2317, -2.6512, -1.4928], [-3.9566, -1.1379, -0.9925], [-1.0240, -1.5692, 2.1902], [-2.1902, -0.2663, 1.9703], [-3.1578, 0.9320, -0.3163], [-4.0214, 2.2889, -0.2898], [-5.9039, 1.6184, -0.3982], [-6.8585, 2.2666, -1.1711], [-8.1510, 1.7808, -1.2731], [-8.5160, 0.6291, -0.5984], [-7.5717, -0.0380, 0.1634], [-6.2784, 0.4493, 0.2575], [-4.1079, 3.5055, -1.7958], [-4.7822, 4.7133, -1.6955], [-4.7955, 5.5863, -2.7695], [-4.1439, 5.2471, -3.9441], [-3.4700, 4.0408, -4.0380], [-3.4492, 3.1690, -2.9637], [-4.2375, 3.3036, 1.3767], [-3.9531, 4.6568, 1.4937], [-4.3554, 5.3602, 2.6179], [-5.0165, 4.7152, 3.6501], [-5.2388, 3.3500, 3.5708], [-4.8620, 2.6516, 2.4344], [-6.5819, 3.1594, -1.7170], [-8.8737, 2.3005, -1.8894], [-9.5258, 0.2529, -0.6856], [-7.8538, -0.9457, 0.6778], [-5.5295, -0.0954, 0.8209], [-5.3000, 4.9545, -0.7744], [-5.3118, 6.5335, -2.6970], [-4.1616, 5.9254, -4.7869], [-2.9559, 3.7811, -4.9509], [-2.9032, 2.2324, -2.9885], [-3.3862, 5.1467, 0.7144], [-4.1529, 6.4213, 2.6876], [-5.3534, 5.2724, 4.5131], [-5.7180, 2.8340, 4.3917], [-5.0490, 1.5834, 2.3533]], "atomic_forces_ev_per_a": [[0.3, -1.6, 0.0], [0.0, -0.1, 0.0], [0.3, 0.0, -0.4], [0.0, -0.1, 0.1], [-0.2, -0.1, 0.1], [0.2, 0.2, 0.0], [0.1, 0.0, 0.0], [0.0, 0.0, -0.1], [0.0, 0.0, 0.0], [-0.1, 0.0, -0.1], [-0.1, 0.1, -0.2], [0.1, 0.0, 0.2], [0.0, 0.0, -0.1], [0.1, 0.0, 0.2], [0.0, -0.1, -0.2], [-0.2, -0.3, 0.0], [0.1, 0.1, 0.0], [-0.3, -0.7, 0.0], [-0.4, 0.8, 0.3], [0.4, 0.2, 0.1], [0.4, -0.3, 0.2], [0.0, 0.1, 0.1], [-0.3, 0.0, -0.2], [0.1, -0.1, -0.2], [0.0, -0.1, 0.1], [-0.1, 0.0, 0.0], [0.1, 0.0, 0.1], [0.0, 0.0, -0.2], [-0.4, 0.2, 0.0], [0.0, 0.0, 0.1], [-0.1, 0.0, 0.0], [0.0, 0.0, 0.0], [0.1, -0.1, 0.0], [0.0, 0.2, 0.1], [0.0, 0.0, 0.0], [0.0, 0.0, 0.0], [0.0, 0.1, 0.0], [0.0, 0.0, -0.1], [0.0, 0.1, 0.0], [0.0, 0.0, -0.1], [0.0, -0.1, 0.0], [0.0, 0.0, 0.1], [0.0, 0.1, 0.1], [-0.1, 0.1, 0.0], [-0.1, 0.1, 0.0], [-0.1, 0.0, 0.1], [0.0, 0.0, 0.1], [0.0, 0.0, 0.0], [0.0, 0.0, 0.1], [0.0, 0.0, -0.1], [0.0, 0.0, -0.1], [0.0, 0.0, -0.1], [0.1, -0.1, 0.0], [0.0, 0.0, 0.0], [-0.7, -0.7, 0.2], [1.4, 3.2, -0.1], [0.0, -0.4, 0.2], [0.0, -0.3, -0.1], [0.3, -0.4, -0.4], [-0.1, 0.1, -0.2], [0.1, 0.0, 0.0], [0.0, 0.2, 0.2], [0.5, 0.1, -0.4], [-0.1, -0.5, 0.1], [-0.1, 0.7, -0.1], [0.4, 0.2, 0.5], [-0.1, 0.0, -0.4], [-0.2, -0.1, -0.1], [0.0, 0.2, 0.1], [0.1, -0.1, 0.2], [-0.3, 0.0, 0.0], [0.1, 0.0, 0.2], [0.1, 0.0, -0.1], [-0.1, -0.2, 0.1], [0.1, -0.1, -0.1], [0.0, 0.2, 0.0], [-0.1, -0.1, 0.1], [-0.2, -0.1, 0.1], [0.8, -1.3, 0.1], [-2.4, 1.5, 0.3], [0.3, 0.1, -0.1], [0.1, 0.2, -0.1], [-0.2, 0.0, 0.0], [0.0, 0.1, -0.1], [0.0, -0.1, 0.1], [0.3, 0.0, 0.0], [0.1, 0.0, 0.2], [0.0, -0.1, 0.2], [-0.1, 0.1, -0.1], [0.0, 0.1, -0.1], [0.0, -0.1, -0.1], [0.1, -0.3, 0.1], [0.0, -0.1, -0.1], [0.2, 0.0, -0.2], [0.0, 0.1, 0.0], [0.0, 0.0, 0.0], [0.0, -0.1, 0.1], [0.0, -0.3, -0.2], [-0.2, -0.1, 0.0], [0.0, 0.0, 0.0], [0.0, -0.1, 0.0], [0.1, -0.1, 0.1], [0.0, -0.1, 0.0], [0.0, 0.1, -0.1], [-0.1, 0.0, 0.0], [0.0, 0.0, 0.0], [0.1, 0.0, -0.1], [0.1, 0.1, -0.2], [-0.1, 0.1, 0.0], [0.0, 0.0, 0.0], [0.0, 0.0, 0.1], [0.0, -0.1, 0.0], [-0.1, 0.2, 0.1]], "total_charge": -1, "multiplicity": 3, "homo_energy_ev": [-3.82, -5.56], "fmax_ev_per_a": 3.46, "de_lowest_ev": 0.495, "homo_lumo_gap_ha": [0.2235, 0.2873]}